The following is a quantum chemistry calculation of a cluster of 13 separate species, C29H84O13 in total in a non-equilibrium geometry, from the OMol25 dataset.

Last column: Mulliken spin population.
Atoms and positions in Å:
C  -0.69  1.13  0.71  0.02
C  0.72  0.60  1.20  -0.77
C  1.17  -0.72  0.70  -0.36
O  1.67  1.51  0.66  0.14
H  -1.41  0.36  0.98  0.01
H  -0.68  1.41  -0.34  0.01
H  -0.91  2.03  1.28  0.01
H  0.81  0.50  2.28  0.23
H  2.14  -1.16  0.94  -0.04
H  1.06  -0.82  -0.38  0.04
H  0.60  -1.58  1.04  0.44
H  1.55  1.49  -0.29  0.01
C  3.14  6.42  -0.84  0.02
C  1.77  5.72  -1.12  -0.02
C  1.75  4.33  -0.50  0.00
O  0.65  6.49  -0.70  -0.01
H  3.13  7.41  -1.30  0.00
H  4.03  5.89  -1.19  0.00
H  3.38  6.51  0.21  0.00
H  1.80  5.57  -2.20  0.01
H  0.85  3.77  -0.76  0.01
H  1.69  4.41  0.59  0.01
H  2.67  3.81  -0.76  0.02
H  0.91  6.85  0.15  0.00
C  -4.20  -0.21  -1.16  -0.01
C  -5.54  -0.28  -0.45  0.00
C  -6.01  -1.66  -0.05  0.01
O  -5.31  0.41  0.69  -0.01
H  -4.17  -0.89  -2.01  0.00
H  -3.41  -0.63  -0.53  0.01
H  -3.96  0.83  -1.38  0.00
H  -6.39  0.12  -0.99  0.00
H  -5.22  -2.29  0.38  0.00
H  -6.47  -2.27  -0.83  0.00
H  -6.75  -1.54  0.74  0.00
H  -4.73  -0.06  1.29  0.00
C  1.78  -2.22  -4.91  0.04
C  0.49  -2.72  -4.48  0.00
C  0.45  -2.42  -3.00  -0.03
O  -0.56  -1.97  -5.02  -0.02
H  2.68  -2.78  -4.68  -0.02
H  2.06  -1.18  -4.73  -0.02
H  1.59  -2.27  -5.98  0.01
H  0.30  -3.78  -4.67  0.00
H  -0.60  -2.53  -2.71  0.03
H  0.71  -1.41  -2.68  0.07
H  1.05  -3.15  -2.45  -0.02
H  -0.38  -1.05  -4.81  0.01
C  -1.56  -6.02  1.28  0.03
C  -1.58  -4.68  0.55  -0.07
C  -2.99  -4.21  0.21  0.08
O  -1.04  -3.67  1.27  -0.28
H  -0.53  -6.21  1.58  0.23
H  -1.87  -6.75  0.54  0.00
H  -2.20  -6.07  2.16  0.00
H  -0.97  -4.80  -0.34  -0.03
H  -3.00  -3.45  -0.57  0.04
H  -3.43  -3.77  1.10  -0.03
H  -3.69  -4.94  -0.21  -0.02
H  -0.14  -3.86  1.51  0.06
C  6.02  -0.84  0.20  0.25
C  5.13  0.24  -0.31  -0.35
C  6.05  1.42  -0.56  0.07
O  4.50  -0.15  -1.44  -0.28
H  6.64  -0.56  1.05  -0.04
H  6.84  -1.14  -0.46  -0.01
H  5.54  -1.78  0.47  0.11
H  4.33  0.48  0.39  0.10
H  6.81  1.60  0.20  0.00
H  5.57  2.37  -0.79  0.06
H  6.69  1.12  -1.38  -0.03
H  5.08  -0.73  -1.95  0.11
C  -1.46  2.53  -3.69  -0.01
C  -0.98  1.54  -4.75  0.00
C  -0.38  2.30  -5.91  0.00
O  0.05  0.84  -4.12  0.01
H  -0.53  2.91  -3.26  0.00
H  -2.05  2.04  -2.92  0.00
H  -1.91  3.41  -4.16  0.00
H  -1.70  0.80  -5.10  0.00
H  -1.14  2.27  -6.69  0.00
H  0.43  1.75  -6.39  0.00
H  -0.04  3.28  -5.58  0.00
H  0.63  1.30  -3.51  0.00
C  -3.69  -2.96  3.98  0.02
C  -3.18  -1.52  3.90  -0.02
C  -1.73  -1.23  4.49  -0.02
O  -3.17  -1.24  2.51  -0.20
H  -4.55  -3.13  3.33  0.04
H  -3.97  -3.24  4.99  -0.05
H  -2.90  -3.66  3.72  0.05
H  -3.92  -0.80  4.24  0.01
H  -1.24  -0.34  4.10  0.12
H  -1.09  -2.05  4.16  0.10
H  -1.68  -1.12  5.57  -0.10
H  -2.39  -1.73  2.22  0.07
C  -3.56  3.99  0.81  0.00
O  -3.74  3.17  -0.29  0.00
H  -2.54  4.29  1.03  0.00
H  -4.00  4.96  0.58  0.00
H  -4.02  3.55  1.69  0.00
H  -3.90  2.28  0.01  0.00
C  -0.18  3.41  4.22  0.09
O  -1.53  2.97  4.09  -0.04
H  0.41  3.63  3.32  -0.01
H  0.01  4.20  4.94  -0.02
H  0.47  2.64  4.63  0.02
H  -1.53  2.40  3.32  0.02
C  2.73  -4.93  2.00  2.01
O  1.74  -3.93  2.16  -0.85
H  2.44  -5.86  2.49  -0.23
H  2.64  -5.08  0.92  -0.07
H  3.73  -4.66  2.34  -0.37
H  1.32  -4.11  3.01  0.22
C  2.75  2.32  -3.15  0.07
O  2.20  1.32  -2.32  0.11
H  3.71  2.66  -2.77  0.01
H  2.86  2.05  -4.20  0.00
H  2.09  3.18  -3.04  -0.02
H  2.89  0.77  -1.94  -0.01
C  1.63  -1.09  5.41  0.30
O  2.40  -1.51  6.48  -0.50
H  2.00  -1.21  4.39  0.17
H  0.72  -1.68  5.48  0.10
H  1.48  -0.02  5.52  0.16
H  1.99  -1.26  7.31  0.00

Properties
* multiplicity: 2
* ⟨S²⟩: 0.750
* net charge: -1
* frontier orbital gap (spin up / spin down): 1.67 / 9.72 eV
* E_HOMO (spin up / spin down): 0.473 / -7.621 eV


The following is a quantum chemistry calculation of a cluster of 11 separate species, C29H86N16O11 in total in a non-equilibrium geometry, from the OMol25 dataset.

Last column: Mulliken charge in e.
Atoms and positions in Å:
C  -5.79  4.79  -20.41  -0.71
O  -5.59  3.84  -21.49  -0.34
C  -4.50  2.90  -21.57  -0.88
C  -4.46  1.73  -20.59  0.76
C  -3.43  1.73  -19.41  -1.44
N  -4.34  0.42  -21.21  -0.80
H  -6.40  5.62  -20.78  0.28
H  -4.88  5.32  -20.16  0.31
H  -6.21  4.39  -19.48  0.28
H  -4.57  2.54  -22.59  0.40
H  -3.51  3.33  -21.71  0.32
H  -5.43  1.53  -20.14  0.22
H  -3.31  2.74  -19.00  0.35
H  -2.50  1.27  -19.73  0.39
H  -3.82  1.17  -18.56  0.38
H  -5.07  0.16  -21.86  0.23
H  -4.38  -0.17  -20.39  0.26
C  -14.24  14.21  -16.16  -0.64
O  -15.53  14.40  -15.62  -0.36
C  -15.52  14.72  -14.24  -0.55
C  -16.89  15.10  -13.75  0.24
C  -16.90  15.33  -12.25  -1.43
N  -17.70  13.99  -14.18  -0.79
H  -13.71  15.05  -15.70  0.31
H  -14.27  14.30  -17.24  0.23
H  -13.89  13.21  -15.90  0.25
H  -15.11  13.96  -13.57  0.33
H  -14.87  15.58  -14.04  0.38
H  -17.39  15.97  -14.16  0.35
H  -16.52  14.44  -11.75  0.32
H  -17.89  15.42  -11.80  0.39
H  -16.34  16.26  -12.18  0.35
H  -17.32  13.31  -13.54  0.27
H  -17.43  13.67  -15.10  0.35
C  0.82  7.18  -13.31  -0.83
O  -0.51  6.83  -12.78  -0.30
C  -1.47  7.91  -12.86  -0.53
C  -2.82  7.31  -12.30  0.41
C  -3.27  5.98  -12.94  -1.50
N  -3.95  8.21  -12.29  -0.68
H  1.27  6.25  -13.64  0.29
H  1.60  7.58  -12.66  0.30
H  0.86  7.71  -14.26  0.32
H  -1.13  8.68  -12.17  0.32
H  -1.60  8.38  -13.83  0.37
H  -2.72  6.94  -11.29  0.18
H  -4.29  5.67  -12.69  0.40
H  -2.45  5.28  -12.81  0.33
H  -3.44  6.07  -14.01  0.36
H  -4.06  8.48  -13.26  0.28
H  -4.81  7.72  -12.10  0.28
C  -5.21  13.09  -25.99  -0.70
O  -6.03  14.12  -25.42  -0.34
C  -6.67  13.79  -24.22  -0.67
C  -7.59  12.58  -24.36  0.50
C  -8.67  12.62  -25.46  -1.40
N  -8.28  12.04  -23.22  -0.77
H  -4.73  13.67  -26.78  0.26
H  -5.73  12.19  -26.33  0.27
H  -4.41  12.76  -25.33  0.32
H  -6.11  13.61  -23.30  0.34
H  -7.27  14.66  -23.97  0.37
H  -6.90  11.76  -24.55  0.16
H  -8.31  13.03  -26.41  0.33
H  -9.26  13.46  -25.10  0.41
H  -9.43  11.85  -25.58  0.38
H  -9.07  11.49  -23.52  0.26
H  -8.81  12.81  -22.85  0.29
C  -13.10  8.49  -20.53  -0.80
O  -14.48  8.47  -20.60  -0.38
C  -15.10  9.40  -21.40  -0.66
C  -14.50  9.65  -22.82  0.14
C  -15.45  10.45  -23.77  -1.33
N  -14.15  8.38  -23.46  -0.62
H  -12.77  7.95  -19.64  0.26
H  -12.74  9.52  -20.50  0.32
H  -12.52  8.11  -21.37  0.30
H  -16.17  9.21  -21.55  0.41
H  -15.18  10.43  -21.06  0.36
H  -13.59  10.21  -22.59  0.38
H  -15.83  11.26  -23.15  0.33
H  -16.28  9.75  -23.86  0.39
H  -14.87  10.75  -24.64  0.33
H  -15.04  7.93  -23.67  0.30
H  -13.69  7.86  -22.73  0.26
C  -2.95  15.51  -15.46  -0.67
O  -1.90  16.33  -15.94  -0.41
C  -1.56  16.06  -17.29  -0.52
C  -2.59  16.52  -18.35  0.52
C  -2.17  16.61  -19.72  -1.74
N  -3.06  17.86  -17.97  -0.71
H  -3.79  15.37  -16.14  0.27
H  -3.34  15.83  -14.49  0.26
H  -2.46  14.55  -15.29  0.31
H  -0.66  16.66  -17.36  0.28
H  -1.22  15.03  -17.41  0.39
H  -3.38  15.78  -18.44  0.22
H  -1.36  17.33  -19.71  0.38
H  -2.94  16.96  -20.41  0.34
H  -1.78  15.68  -20.14  0.39
H  -2.92  17.63  -16.99  0.39
H  -2.31  18.51  -18.18  0.28
N  -10.25  7.65  -8.77  -0.38
C  -9.65  6.51  -8.74  0.69
N  -9.99  5.88  -9.82  -0.37
O  -9.01  6.16  -7.76  -0.67
H  -10.81  7.98  -9.54  0.14
H  -10.05  8.27  -7.99  0.20
H  -10.45  6.45  -10.52  0.17
H  -9.62  4.95  -9.96  0.21
N  -15.46  8.08  -13.44  -0.33
C  -14.87  8.59  -12.47  0.64
N  -15.73  8.81  -11.51  -0.43
O  -13.71  8.99  -12.35  -0.70
H  -14.91  8.10  -14.29  0.25
H  -16.46  8.04  -13.37  0.19
H  -16.68  8.46  -11.52  0.16
H  -15.30  9.09  -10.64  0.22
N  -9.70  19.12  -16.24  -0.44
C  -8.91  18.68  -15.32  0.68
N  -8.52  19.64  -14.52  -0.45
O  -8.50  17.57  -15.40  -0.63
H  -9.68  20.11  -16.41  0.19
H  -10.14  18.37  -16.76  0.23
H  -9.05  20.49  -14.40  0.21
H  -7.71  19.33  -14.00  0.23
N  -5.46  12.95  -8.91  -0.40
C  -6.13  13.22  -7.88  0.65
N  -6.45  12.08  -7.37  -0.41
O  -6.19  14.38  -7.46  -0.67
H  -5.68  12.02  -9.24  0.19
H  -5.07  13.71  -9.44  0.22
H  -5.95  11.24  -7.61  0.21
H  -7.07  12.13  -6.57  0.21
N  -8.11  11.98  -14.57  -0.38
C  -8.05  11.33  -15.70  0.67
N  -8.01  12.14  -16.69  -0.41
O  -7.77  10.15  -15.79  -0.68
H  -8.20  11.51  -13.67  0.21
H  -8.31  12.97  -14.59  0.15
H  -7.79  13.11  -16.51  0.19
H  -7.74  11.74  -17.58  0.24

Properties
* net charge: 0
* SMILES string: COC[C@H](C)N.COC[C@H](C)N.COC[C@H](C)N.COC[C@H](C)N.COC[C@H](C)N.COC[C@H](C)N.NC(N)=O.NC(N)=O.NC(N)=O.NC(N)=O.NC(N)=O
* frontier orbital gap: 8.97 eV
* E_HOMO: -8.929 eV
* ΔE to the lowest compared entry with this formula, charge and spin: 11.850 eV


The following is a quantum chemistry calculation of a cluster of 2 separate species, C2Br2Cl2S in total in a non-equilibrium geometry, from the OMol25 dataset.

Last column: natural (NBO) charge in e.
Atoms and positions in Å:
C  -1.11  -0.14  0.48  -0.32
C  -1.62  -1.33  0.22  -0.02
S  3.62  0.40  -1.21  -0.02
Cl  -0.48  0.76  -0.76  0.10
Cl  -1.18  0.48  2.03  0.08
Br  3.40  2.36  -1.92  0.02
Br  -2.62  -2.54  1.17  0.16

Properties
* net charge: 0
* frontier orbital gap (spin up / spin down): 7.77 / 6.57 eV
* E_HOMO (spin up / spin down): -9.280 / -9.065 eV
* ΔE to the lowest compared entry with this formula, charge and spin: 3.120 eV


The following is a quantum chemistry calculation of a cluster of 2 separate species, C2Br2F2S in total in a non-equilibrium geometry, from the OMol25 dataset.

Last column: natural (NBO) charge in e.
Atoms and positions in Å:
C  -1.82  -0.55  -0.11  -0.42
C  1.22  0.66  0.01  0.60
F  1.85  1.27  -1.04  -0.34
F  1.55  1.34  1.12  -0.32
S  -1.24  -2.02  -0.25  0.21
Br  -3.34  0.41  0.08  0.22
Br  1.78  -1.12  0.19  0.06

Properties
* net charge: 0
* frontier orbital gap (spin up / spin down): 6.86 / 8.71 eV
* E_HOMO (spin up / spin down): -8.015 / -9.628 eV
* ΔE to the lowest compared entry with this formula, charge and spin: 2.553 eV


The following is a quantum chemistry calculation of a cluster of 2 separate species, C2Br3Cl2F in total in a non-equilibrium geometry, from the OMol25 dataset.

Last column: natural (NBO) charge in e.
Atoms and positions in Å:
C  1.15  -0.20  -0.18  0.15
C  -1.16  -0.08  0.36  -0.32
F  1.53  0.56  -1.16  -0.33
Cl  -1.29  1.57  1.21  0.01
Cl  -1.85  -0.23  -1.18  0.11
Br  1.92  0.36  1.52  0.07
Br  1.23  -1.95  -0.71  0.14
Br  -1.19  -1.57  1.51  0.17

Properties
* net charge: 0
* frontier orbital gap: 8.08 eV
* E_HOMO: -8.811 eV
* ΔE to the lowest compared entry with this formula, charge and spin: 2.447 eV


The following is a quantum chemistry calculation of a cluster of 2 separate species, C2BrClF2S in total in a non-equilibrium geometry, from the OMol25 dataset.

Last column: natural (NBO) charge in e.
Atoms and positions in Å:
C  -1.44  -0.92  -0.37  -0.36
C  1.19  1.06  0.17  0.68
F  0.59  0.45  1.14  -0.30
F  0.45  0.73  -0.97  -0.34
S  -1.15  -2.41  0.16  0.17
Cl  2.88  0.59  -0.11  -0.02
Br  -2.53  0.51  -0.02  0.18

Properties
* net charge: 0
* frontier orbital gap (spin up / spin down): 9.28 / 6.61 eV
* E_HOMO (spin up / spin down): -10.101 / -8.051 eV
* ΔE to the lowest compared entry with this formula, charge and spin: 2.032 eV


Copy entry 3 word for word.
The following is a quantum chemistry calculation of a cluster of 2 separate species, C2Br2Cl2S in total in a non-equilibrium geometry, from the OMol25 dataset.

Last column: natural (NBO) charge in e.
Atoms and positions in Å:
C  -1.11  -0.14  0.48  -0.32
C  -1.62  -1.33  0.22  -0.02
S  3.62  0.40  -1.21  -0.02
Cl  -0.48  0.76  -0.76  0.10
Cl  -1.18  0.48  2.03  0.08
Br  3.40  2.36  -1.92  0.02
Br  -2.62  -2.54  1.17  0.16

Properties
* net charge: 0
* frontier orbital gap (spin up / spin down): 7.77 / 6.57 eV
* E_HOMO (spin up / spin down): -9.280 / -9.065 eV
* ΔE to the lowest compared entry with this formula, charge and spin: 3.120 eV